Record 1
ORCA calculation (the ωB97M-V functional and the def2-TZVPD basis) on a single C9H11BO2 molecule at a distorted geometry.

The net charge is 0. Its multiplicity is 3. The value obtained for the LUMO energy (spin up / spin down) is 0.0146 / -0.0790 Eh.

The geometry in XYZ format:
```
23
Properties=species:S:1:pos:R:3:forces:R:3:nbo_charge:R:1
B 1.38943 0.63875 -0.48995 -0.8 -1.4 0.1 0.9952
C -1.22387 1.48710 1.36650 -6.2 -2.7 -1.4 -0.2150
C -1.91941 0.28450 1.02169 -0.2 5.8 1.7 -0.2576
C 0.10815 1.56374 1.56226 5.0 0.2 0.9 -0.1722
C -1.36628 -0.94415 1.00826 0.8 -3.4 -0.2 -0.1762
C 0.68342 -1.70840 -0.28400 -0.1 -0.6 -0.2 0.5827
C 1.06560 0.60919 1.06499 -1.6 -2.2 -0.1 -0.5078
C 0.87809 -0.62500 -1.32348 0.4 0.2 0.0 -0.6764
C 0.04835 -1.28308 0.99574 1.8 2.6 0.3 -0.3014
C -0.42382 -0.37201 -2.10448 0.1 0.1 0.2 -0.5820
O 1.08736 -2.84055 -0.42509 0.2 -0.1 -0.2 -0.5434
O 2.08643 1.66526 -0.96720 0.6 1.0 -0.1 -0.8542
H -1.84914 2.30979 1.68784 0.0 0.2 -0.4 0.2112
H -2.99983 0.35555 0.99705 0.0 0.1 -0.1 0.2151
H 0.50755 2.39976 2.12750 0.0 -0.1 0.3 0.2034
H -2.02669 -1.80169 1.09696 -0.1 -0.1 -0.5 0.2018
H 1.93053 0.47695 1.70705 0.2 0.1 0.0 0.2456
H 1.61984 -0.99382 -2.04179 0.0 0.0 0.1 0.2411
H 0.32731 -1.96949 1.79595 0.3 0.4 0.2 0.2437
H -1.20520 -0.01587 -1.43922 -0.2 0.1 -0.1 0.2192
H -0.76010 -1.29160 -2.57822 -0.1 -0.1 -0.1 0.2177
H -0.25795 0.37717 -2.87703 -0.1 0.0 -0.1 0.2090
H 2.30024 1.67790 -1.90135 -0.1 -0.2 -0.2 0.5003
```
Forces are in eV/Å.

***

Record 2
ORCA calculation (the ωB97M-V functional and the def2-TZVPD basis) on 8 unconnected molecules or ions with the total composition C36H40O20 at a distorted geometry.

The net charge is 0. Its multiplicity is 1. As for the SMILES: O=C1C=C(O)C(=O)C=C1O.O=C1C=C(O)C(=O)C=C1O.O=C1C=C(O)C(=O)C=C1O.O=C1C=C(O)C(=O)C=C1O.CC(C)=O.CC(C)=O.CC(C)=O.CC(C)=O. The value obtained for the LUMO energy is -0.0959 Eh.

The geometry in XYZ format:
```
96
Properties=species:S:1:pos:R:3:forces:R:3:lowdin_charge:R:1
O 5.17852 3.45183 -4.92263 -3.2 0.5 0.9 0.0599
C 4.03150 3.34574 -4.39476 3.3 -1.3 -0.9 -0.3438
C 2.79125 3.98197 -4.81853 -5.3 -1.0 2.8 0.0848
C 1.43263 3.67593 -4.16246 4.8 0.8 -1.6 -0.1352
O 0.28143 4.38008 -4.23694 1.1 0.2 -2.7 0.0779
C 1.38296 2.51175 -3.15948 -2.5 0.8 1.6 -0.3482
O 0.26821 2.13256 -2.70822 2.9 0.7 -1.5 0.0703
C 2.64150 2.09904 -2.57672 6.4 -0.6 0.1 0.1010
C 4.03221 2.39254 -3.21418 -5.7 -1.4 3.3 -0.1001
O 5.19349 1.85005 -2.67990 -5.7 2.0 2.7 0.0958
H 2.81013 4.81576 -5.48059 0.3 0.4 -0.5 0.0906
H 0.24054 4.93743 -5.10393 0.3 -1.3 2.3 0.1846
H 2.65105 1.53700 -1.53782 -0.3 1.0 -2.5 0.1409
H 5.73839 1.68164 -3.36095 3.5 -0.6 -4.1 0.0377
O -1.99379 -0.05726 -1.77700 2.8 -4.0 0.3 0.1286
C -2.82235 0.68120 -2.14513 -1.2 2.4 -2.7 -0.4364
C -3.26535 1.65543 -1.24979 -5.9 4.4 1.0 0.0636
C -4.37440 2.53861 -1.66671 2.6 -0.5 3.6 -0.1450
O -4.96969 3.40668 -0.78185 0.7 -1.4 -1.7 0.1093
C -4.87241 2.73586 -3.02025 0.8 0.3 -3.1 -0.3539
O -5.60599 3.64403 -3.42770 0.9 -1.6 1.5 0.1181
C -4.23421 1.81780 -3.99355 1.4 -4.0 -0.6 0.0838
C -3.28946 0.76257 -3.64872 -2.1 2.2 -0.1 -0.0945
O -2.70917 -0.18397 -4.47088 -4.3 6.4 -3.0 0.1302
H -3.03414 1.59140 -0.12977 -0.1 0.1 -1.9 0.1545
H -4.64516 3.03374 0.01908 0.1 0.3 1.9 0.0866
H -4.78040 1.82812 -4.96955 1.1 0.0 0.7 0.1308
H -2.35265 -0.78591 -3.95201 3.1 -4.6 4.1 0.0109
O -4.10470 -2.02966 6.16801 0.3 1.1 -0.1 0.0553
C -3.44169 -0.97423 6.30447 -1.4 -3.0 -1.9 -0.4840
C -2.79696 -0.63621 7.44343 5.6 3.7 4.8 0.0835
C -1.77596 0.66575 7.49447 -4.0 -6.7 2.9 -0.0867
O -1.11495 0.95403 8.60630 -0.6 0.2 -1.7 0.1342
C -1.63007 1.54091 6.35187 -1.7 -1.2 -1.4 -0.4434
O -1.00713 2.56142 6.45813 1.3 1.5 0.5 0.1287
C -2.30327 1.09569 5.17721 -4.2 -7.6 3.0 0.1119
C -3.19624 -0.19299 5.09834 2.9 6.3 -2.9 -0.0828
O -3.76773 -0.47518 3.87811 0.2 -1.6 2.1 0.0377
H -2.78101 -1.47132 8.28475 0.0 2.4 -1.6 0.1602
H -0.66132 1.80774 8.38971 0.0 -0.3 0.2 0.1425
H -2.10509 1.63458 4.39652 0.6 2.8 -4.8 0.0425
H -4.22754 -1.40445 3.85343 1.1 2.2 0.8 0.1791
O 4.06480 0.74433 -6.17040 -0.4 0.2 0.2 0.0944
C 3.70570 -0.00198 -5.27401 1.1 -1.8 -0.6 -0.3887
C 4.65278 -0.87841 -4.57059 -1.3 -3.9 4.1 0.0864
C 4.15305 -1.82128 -3.45764 2.4 2.5 -4.6 -0.1025
O 4.83873 -2.82876 -2.85337 -1.1 1.2 -0.3 0.0945
C 2.66507 -1.71399 -3.07648 1.8 -0.6 2.1 -0.3484
O 2.34773 -2.19810 -1.99399 -0.2 0.3 -1.3 0.1048
C 1.81820 -0.92659 -3.90117 -1.7 1.5 -3.2 0.0626
C 2.24382 -0.23140 -5.04866 -1.2 0.1 3.4 -0.2003
O 1.42672 0.60010 -5.72998 0.7 -1.0 -0.2 0.0903
H 5.66205 -1.04469 -4.99292 -0.7 0.5 0.4 0.1156
H 5.79793 -2.92388 -2.99746 -0.6 0.7 -0.4 0.1411
H 0.72805 -0.90508 -3.64275 1.2 0.0 -0.2 0.1459
H 1.95539 0.91342 -6.49783 -0.1 0.1 0.4 0.1295
C -1.04429 -1.53794 1.52391 1.1 0.4 9.2 0.0072
C 0.27958 -1.34241 0.98029 -1.0 1.4 0.1 -0.5830
C 0.53558 -0.25504 0.10197 -4.5 4.5 2.1 -0.0115
O 1.19248 -2.06216 1.08392 3.4 -4.2 1.7 0.1080
H -1.51902 -1.58534 0.73129 -5.4 -0.4 -7.7 -0.0305
H -1.58050 -0.62306 2.11896 1.7 -2.2 -1.2 0.1503
H -1.20997 -2.54908 2.01716 0.5 1.5 -0.1 0.1253
H 0.45619 -0.52255 -0.84650 -0.5 -1.6 -4.4 0.0278
H 1.50789 -0.01685 0.25972 2.7 1.7 0.5 0.0432
H -0.29969 0.57003 0.20027 2.1 -1.0 0.0 0.1377
C -5.16658 -1.17315 0.20308 1.7 -0.3 3.2 -0.0168
C -5.02969 -2.60351 -0.43261 -0.2 1.0 -0.2 -0.4059
C -5.49608 -2.55538 -1.91140 5.1 -4.7 3.3 0.0167
O -4.68448 -3.65009 0.09719 -0.5 2.2 -0.4 0.0669
H -6.16360 -0.86267 0.61685 0.7 -1.0 -0.2 0.0981
H -4.94793 -0.38092 -0.45603 0.2 0.5 -1.6 0.0090
H -4.32940 -0.93092 1.01479 -1.9 -1.0 -1.2 0.1035
H -5.49815 -3.62216 -2.04929 -0.1 -0.4 -1.3 0.0906
H -4.92916 -2.01187 -2.56959 1.8 1.2 -1.4 0.0527
H -6.38681 -2.23010 -1.91593 -6.8 2.5 -0.1 0.0087
C 1.54687 -0.96031 4.67642 -2.2 -0.2 1.5 -0.0324
C 2.05999 -2.34710 4.77919 2.6 -1.8 1.1 -0.4318
C 1.04577 -3.51025 4.47904 3.1 3.1 -2.9 0.0149
O 3.23294 -2.54603 5.16581 -2.9 0.1 -1.1 0.0254
H 0.48739 -1.06905 5.09717 1.0 0.7 -0.9 0.0979
H 1.54462 -0.55783 3.68155 -0.3 0.0 -0.6 0.0618
H 2.06610 -0.27459 5.33244 0.4 0.0 0.0 0.0855
H 1.08338 -3.64671 3.37679 -0.6 0.7 0.2 0.0949
H 0.11673 -3.30786 4.84459 -2.6 0.5 0.8 0.0379
H 1.40972 -4.41156 4.72847 1.4 -3.1 1.8 0.0328
C 4.43503 -0.17011 0.03779 -3.5 1.9 -1.3 -0.0169
C 4.07229 0.34012 1.44005 0.6 0.0 -1.0 -0.5463
C 4.28317 -0.64560 2.52564 -0.1 -2.9 -0.6 -0.0296
O 3.69603 1.47415 1.60890 -0.3 0.2 0.2 0.0585
H 5.25921 -0.74310 0.18647 3.1 -1.2 -0.1 0.0242
H 4.50532 0.76467 -0.62760 0.4 -1.8 0.9 0.0873
H 3.73851 -0.93979 -0.45946 0.4 1.3 1.1 0.0975
H 3.22161 -1.19985 2.40066 2.6 0.4 0.6 0.1168
H 4.39520 -0.25594 3.53474 -0.2 0.2 -0.1 0.0731
H 5.24278 -1.36946 2.29673 -2.8 1.6 0.5 0.1444
```
Forces are in eV/Å.

***

For each record above, in turn, the calculated relative energy (zero: lowest compared OMol25 entry of this formula, charge and spin) values are 32.1; 17.5 kcal/mol.